Molecular formula: C4H24N2O8
Method: DFT, wB97M-V/def2-TZVPD

Results
Strongest force on any atom   2.035 eV Å⁻¹
HOMO-LUMO gap   9.09 eV
Charge   0
E   -23896.9414 eV
Spin multiplicity   1
Structure (SMILES)   NCNCCC=O.O.O.O.O.O.O.O

Geometry as XYZ:
```
38
Properties=species:S:1:pos:R:3:nbo_charge:R:1
N -0.37 2.15 1.57 -0.88
C -1.01 0.90 1.96 -0.06
N -0.47 -0.31 1.32 -0.67
C 0.92 -0.60 1.72 -0.23
C 1.52 -1.63 0.79 -0.54
C 3.05 -1.43 0.73 0.47
O 3.56 -0.34 0.84 -0.55
H 0.48 2.31 2.09 0.35
H -0.01 2.23 0.61 0.40
H -2.08 1.01 1.80 0.19
H -0.84 0.74 3.02 0.17
H -0.54 -0.31 0.31 0.38
H 1.47 0.34 1.81 0.19
H 0.85 -0.88 2.78 0.19
H 1.38 -2.63 1.21 0.23
H 1.20 -1.51 -0.24 0.28
H 3.67 -2.33 0.64 0.12
O 0.14 1.79 -3.02 -0.97
H -0.43 1.03 -3.15 0.48
H -0.45 2.44 -3.42 0.49
O -2.36 2.63 -2.44 -0.96
H -3.00 3.28 -2.14 0.48
H -1.62 2.75 -1.83 0.48
O -0.97 -1.54 -1.69 -0.96
H -1.21 -0.67 -2.00 0.45
H -1.62 -1.76 -1.00 0.50
O 1.53 -0.53 -2.60 -0.94
H 1.73 0.09 -3.31 0.47
H 1.09 0.09 -2.00 0.47
O 1.26 1.95 -0.69 -0.99
H 2.02 1.52 -0.30 0.50
H 1.43 2.41 -1.52 0.50
O -2.05 -1.92 2.70 -1.02
H -1.93 -1.51 3.56 0.46
H -1.50 -1.32 2.14 0.49
O -2.95 -2.01 0.24 -0.97
H -2.71 -2.57 1.00 0.50
H -3.90 -1.99 0.39 0.48
```



Molecular formula: C23H44Cl3N4O3SSiY
Method: DFT, wB97M-V/def2-TZVPD

Results
Strongest force on any atom   2.416 eV Å⁻¹
HOMO-LUMO gap   6.39 eV
Charge   0
E   -93998.4490 eV
Spin multiplicity   1

Geometry as XYZ:
```
80
Properties=species:S:1:pos:R:3:lowdin_charge:R:1
C -0.26 4.55 -2.30 -0.06
C 0.21 4.39 -0.88 -0.23
H -0.24 5.60 -2.59 0.07
H -1.28 4.17 -2.45 0.07
H 0.39 3.97 -2.98 0.08
C 0.03 5.33 0.05 -0.14
C -0.67 6.62 -0.20 -0.13
H 0.34 5.14 1.08 0.09
H -1.61 6.49 -0.76 0.07
H -0.03 7.31 -0.79 0.07
H -0.90 7.11 0.75 0.06
Y -0.70 -0.87 -0.62 0.80
Cl 1.69 -0.29 -1.61 -0.02
Cl -2.66 -2.24 -1.56 -0.01
H -0.82 -6.24 -0.38 0.10
H 0.83 -6.42 -2.69 0.10
C -1.22 -5.39 -0.95 -0.04
C 0.23 -5.54 -2.96 -0.03
N -0.16 -4.80 -1.77 -0.16
H -1.64 -4.65 -0.28 0.06
C 0.49 -3.70 -1.41 -0.28
O 0.14 -2.97 -0.43 -0.25
H 0.83 -4.89 -3.61 0.09
H 1.36 -3.42 -2.03 0.14
H -2.00 -5.77 -1.63 0.10
H -0.67 -5.87 -3.49 0.10
H -2.90 3.18 -0.63 0.08
H -2.26 4.23 2.04 0.09
C -3.65 2.75 0.06 -0.02
C -2.94 3.43 2.35 -0.04
N -3.03 2.39 1.33 -0.15
H -4.11 1.88 -0.41 0.09
C -2.41 1.21 1.50 -0.29
O -2.30 0.35 0.59 -0.22
H -2.58 2.97 3.28 0.09
H -2.00 1.05 2.51 0.13
H -4.41 3.51 0.28 0.09
H -3.94 3.86 2.51 0.09
O -0.58 2.36 -0.47 -0.38
C 0.61 2.96 -0.52 -0.50
C 0.66 2.92 2.00 -0.10
C 1.34 2.74 0.80 -0.19
H -0.38 3.25 1.96 0.08
C 1.29 2.66 3.22 -0.11
H 1.24 2.58 -1.35 0.09
C 2.64 2.26 0.81 -0.07
H 0.73 2.79 4.14 0.10
C 2.61 2.19 3.22 -0.13
C 3.29 1.99 2.02 -0.11
H 3.13 2.10 -0.16 0.10
H 3.12 1.99 4.17 0.09
H 4.32 1.61 2.02 0.10
Si -2.10 0.14 -4.22 0.23
Cl -1.36 1.01 -2.38 0.45
C -3.89 -0.30 -3.92 -0.25
C -1.01 -1.32 -4.62 -0.22
C -1.98 1.58 -5.40 -0.22
H -4.25 0.05 -2.94 0.02
H -4.03 -1.39 -3.96 0.00
H -4.51 0.16 -4.71 0.03
H -2.75 2.33 -5.16 0.04
H -2.16 1.22 -6.42 0.03
H -1.00 2.07 -5.36 0.03
H -0.08 -1.35 -4.02 0.00
H -0.73 -1.27 -5.69 0.04
H -1.56 -2.25 -4.46 0.01
C 2.00 -3.94 2.42 -0.07
N 1.68 -2.58 2.84 -0.05
C 1.76 -1.55 1.94 -0.79
S 0.52 -0.36 1.94 0.71
N 2.82 -1.50 1.12 -0.04
C 4.17 -1.85 1.52 -0.07
H 3.03 -4.00 2.06 0.06
H 1.32 -4.29 1.63 0.08
H 1.88 -4.59 3.29 0.09
H 0.83 -2.51 3.39 0.10
H 2.69 -0.94 0.26 -0.01
H 4.57 -2.62 0.86 0.08
H 4.84 -0.97 1.46 0.09
H 4.18 -2.22 2.55 0.09
```



Molecular formula: C23H17F4NO2
Method: DFT, wB97M-V/def2-TZVPD

Results
Strongest force on any atom   4.032 eV Å⁻¹
HOMO-LUMO gap   9.78 eV
Charge   0
E   -40579.6474 eV
Spin multiplicity   1
Structure (SMILES)   O=C1OC[C@@H](Cc2ccccc2)N1C(c1cc(F)cc(F)c1)c1cc(F)cc(F)c1

Geometry as XYZ:
```
47
Properties=species:S:1:pos:R:3:nbo_charge:R:1
O -0.32 0.13 -0.22 -0.61
C -1.33 0.03 0.50 0.89
O -1.97 1.12 1.03 -0.49
C -3.09 0.66 1.79 -0.08
C -2.97 -0.85 2.01 -0.05
C -4.43 -1.41 1.89 -0.44
C -4.93 -2.67 2.65 -0.03
C -4.22 -3.85 2.45 -0.21
C -4.32 -4.92 3.35 -0.21
C -5.25 -4.85 4.42 -0.21
C -6.11 -3.71 4.55 -0.21
C -5.95 -2.63 3.64 -0.21
N -1.94 -1.14 0.94 -0.49
C -1.15 -2.37 0.72 -0.06
C 0.08 -2.45 1.47 -0.04
C 1.36 -2.17 0.96 -0.26
C 2.47 -2.47 1.80 0.41
F 3.70 -2.24 1.22 -0.33
C 2.32 -2.73 3.14 -0.35
C 1.04 -2.98 3.63 0.42
F 0.86 -3.20 4.99 -0.33
C -0.12 -2.79 2.83 -0.27
C -1.02 -2.68 -0.68 -0.02
C -2.21 -2.54 -1.46 -0.23
C -2.17 -2.93 -2.82 0.41
F -3.33 -2.92 -3.55 -0.32
C -0.97 -3.29 -3.44 -0.36
C 0.17 -3.49 -2.69 0.43
F 1.37 -3.99 -3.20 -0.33
C 0.17 -3.17 -1.31 -0.29
H -4.00 0.81 1.18 0.19
H -3.11 1.23 2.74 0.21
H -2.57 -1.14 3.03 0.21
H -4.60 -1.51 0.79 0.23
H -5.10 -0.64 2.33 0.23
H -3.51 -3.88 1.63 0.20
H -3.61 -5.77 3.27 0.23
H -5.27 -5.64 5.21 0.22
H -6.82 -3.65 5.40 0.22
H -6.55 -1.75 3.80 0.21
H -2.07 -2.80 1.23 0.24
H 1.52 -1.70 -0.04 0.28
H 3.23 -2.60 3.79 0.26
H -1.10 -2.92 3.26 0.23
H -3.15 -2.21 -1.00 0.22
H -0.90 -3.45 -4.55 0.25
H 1.10 -3.39 -0.76 0.25
```



Molecular formula: C4H11NO
Method: DFT, wB97M-V/def2-TZVPD

Results
Strongest force on any atom   5.382 eV Å⁻¹
HOMO-LUMO gap   9.40 eV
Charge   0
E   -7861.0846 eV
Spin multiplicity   1
Structure (SMILES)   C=NCCC.O

Geometry as XYZ:
```
17
Properties=species:S:1:pos:R:3:nbo_charge:R:1
C -0.10 -1.39 1.65 -0.06
N -0.40 -0.46 0.78 -0.46
C 0.24 0.90 0.94 -0.25
C 0.24 1.46 -0.49 -0.41
C -1.11 1.62 -1.22 -0.62
H 0.89 -1.79 1.80 0.19
H -1.07 -2.08 1.70 0.17
H -0.49 1.45 1.49 0.21
H 1.24 0.69 1.40 0.19
H 0.74 2.49 -0.35 0.20
H 0.86 0.84 -1.17 0.22
H -1.09 2.37 -1.96 0.22
H -1.52 0.68 -1.74 0.21
H -1.78 1.64 -0.31 0.21
O 1.06 -1.84 -1.15 -0.96
H 0.33 -1.53 -0.57 0.48
H 0.61 -2.35 -1.85 0.47
```



What E_HOMO values result from the calculations? In sequence: -8.90; -6.24; -9.39; -9.09 eV.
What energy relative to the best compared isomer or geometry (same formula, charge and spin) values result from the calculations? In sequence: 58.1; 51.3; 0.0; 80.0 kcal/mol.